Entry 1:
{"formula": "C7H8O5Rh", "method": "ωB97M-V with the def2-TZVPD basis set", "fmax_ev_per_a": 9.741, "total_charge": 3, "multiplicity": 5, "orbital_gap_ev": [7.281, 6.524], "homo_ev": [-20.47, -23.32], "mol_weight_g_mol": 275.0, "species": ["Rh", "O", "O", "O", "O", "O", "C", "C", "C", "C", "C", "C", "C", "H", "H", "H", "H", "H", "H", "H", "H"], "positions_angstrom": [[0.119, 0.568, 0.051], [-2.089, 0.205, 2.303], [0.411, 2.670, 0.334], [-2.035, -0.036, -2.133], [2.274, -0.571, 2.126], [2.341, 0.331, -2.146], [1.462, -0.163, 1.381], [-0.603, -3.366, 0.278], [-1.256, 0.155, -1.316], [0.403, -3.361, -0.718], [1.517, 0.305, -1.333], [-1.277, 0.240, 1.466], [-0.252, 3.478, -0.593], [0.498, 2.982, 1.243], [-1.342, 3.419, -0.486], [1.471, -3.185, -0.400], [0.129, 4.475, -0.449], [0.160, -2.984, -1.756], [-1.641, -3.000, 0.026], [-0.299, -3.203, 1.349], [-0.001, 3.101, -1.593]], "forces_ev_per_a": [[0.6, 3.1, 1.0], [4.1, 0.1, -4.3], [0.7, -3.0, 1.1], [2.6, 0.7, 2.6], [-4.6, 2.4, -4.3], [-3.6, -0.1, 3.6], [6.5, -3.5, 6.4], [-0.6, 1.8, 0.8], [-5.3, -1.5, -5.3], [0.9, 2.0, -0.6], [6.4, 0.1, -6.5], [-6.3, -0.2, 6.7], [-1.1, 1.0, -1.5], [-0.2, 0.7, 0.3], [0.2, 0.3, 0.3], [-1.0, -1.1, -0.4], [-0.1, 0.6, -0.3], [0.1, -1.3, 0.9], [0.9, -1.3, 0.1], [-0.3, -1.1, -1.0], [0.2, 0.3, 0.2]], "lowdin_spin": [2.05, 0.02, 0.23, 0.05, 0.04, 0.04, 0.14, 0.47, 0.14, 0.47, 0.12, 0.12, 0.03, 0.00, 0.01, 0.02, 0.01, 0.01, 0.01, 0.02, 0.01]}

---

Entry 2:
{"formula": "C4H3N3", "method": "ωB97M-V with the def2-TZVPD basis set", "relative_energy_kcal_mol": 83.1, "fmax_ev_per_a": 8.268, "total_charge": 0, "multiplicity": 1, "orbital_gap_ev": 8.696, "homo_ev": -8.92, "mol_weight_g_mol": 93.1, "species": ["N", "N", "N", "C", "C", "C", "C", "H", "H", "H"], "positions_angstrom": [[2.808, 1.289, -1.176], [0.557, -0.930, 0.431], [-0.656, -1.291, 0.799], [1.901, 0.822, -0.651], [-1.542, -0.366, 0.373], [-1.063, 0.761, -0.205], [0.805, 0.218, -0.155], [-2.663, -0.485, 0.570], [1.232, -1.590, 0.767], [-1.379, 1.573, -0.752]], "forces_ev_per_a": [[0.7, 0.5, -0.2], [0.0, 0.1, 0.6], [-0.5, -0.4, -0.2], [1.4, 0.1, -0.6], [-1.5, 0.9, 0.2], [6.1, -3.4, 0.8], [-8.2, 0.8, 0.6], [1.9, -0.2, -0.2], [0.7, -0.1, -0.1], [-0.6, 1.6, -0.8]], "lowdin_charge": [0.17, -0.03, 0.01, -0.24, -0.25, 0.13, -0.11, 0.13, 0.17, 0.03]}

---

Entry 3:
{"formula": "C32H91N5O11", "method": "ωB97M-V with the def2-TZVPD basis set", "relative_energy_kcal_mol": 66.9, "fmax_ev_per_a": 3.731, "total_charge": 0, "multiplicity": 1, "smiles": "COC[C@H](C)N.COC[C@H](C)N.COC[C@H](C)N.COC[C@H](C)N.COC[C@H](C)N.CCO.CCO.CCO.CCO.CCO.CCO", "orbital_gap_ev": 9.477, "homo_ev": -8.94, "mol_weight_g_mol": 722.1, "species": ["O", "O", "O", "O", "O", "O", "O", "O", "O", "O", "O", "N", "N", "N", "N", "N", "C", "C", "C", "C", "C", "C", "C", "C", "C", "C", "C", "C", "C", "C", "C", "C", "C", "C", "C", "C", "C", "C", "C", "C", "C", "C", "C", "C", "C", "C", "C", "C", "H", "H", "H", "H", "H", "H", "H", "H", "H", "H", "H", "H", "H", "H", "H", "H", "H", "H", "H", "H", "H", "H", "H", "H", "H", "H", "H", "H", "H", "H", "H", "H", "H", "H", "H", "H", "H", "H", "H", "H", "H", "H", "H", "H", "H", "H", "H", "H", "H", "H", "H", "H", "H", "H", "H", "H", "H", "H", "H", "H", "H", "H", "H", "H", "H", "H", "H", "H", "H", "H", "H", "H", "H", "H", "H", "H", "H", "H", "H", "H", "H", "H", "H", "H", "H", "H", "H", "H", "H", "H", "H"], "positions_angstrom": [[4.464, -2.131, 3.331], [2.522, 2.935, 3.063], [-0.669, -3.696, -2.230], [-4.677, -1.471, 0.777], [-3.937, 0.145, -3.385], [1.209, 0.225, -1.917], [-2.965, -3.550, 1.528], [5.753, 2.325, -0.111], [-0.330, 4.438, -0.856], [-0.113, 2.604, -3.152], [6.587, 3.220, 5.340], [3.300, -1.597, -0.134], [-2.095, -2.507, -5.430], [2.106, 2.092, 0.352], [-3.496, 1.662, 0.058], [-4.273, -5.550, -1.165], [5.379, 3.773, 5.834], [3.377, 2.431, -0.405], [4.069, -1.633, 4.594], [6.903, 2.191, 0.782], [4.185, -1.994, 0.906], [5.146, 3.352, 7.249], [-3.329, -3.010, -3.384], [4.541, 2.545, 0.609], [-0.137, -4.884, -1.782], [-4.414, -4.726, 0.001], [2.516, 0.446, -4.006], [5.562, -1.305, 0.668], [-4.942, 0.265, -4.301], [-0.905, -3.551, -3.655], [-2.916, -4.497, 0.542], [-3.096, 1.101, -1.300], [1.386, 1.570, 4.631], [-1.678, 4.897, -0.679], [1.591, 2.988, 4.113], [-2.087, 5.252, 0.778], [-1.225, 2.818, -4.048], [3.640, -1.634, 2.300], [-1.990, -2.544, -3.943], [-4.311, 0.524, -2.030], [-5.353, -5.244, 1.159], [-5.141, -0.725, 1.935], [-1.462, 1.694, -4.946], [3.173, 3.783, -1.129], [-5.586, -1.663, 3.058], [-2.079, 0.037, -1.073], [-1.670, -2.929, 1.753], [1.697, -0.426, -3.048], [-4.058, -6.498, -0.849], [5.983, -1.697, -0.246], [7.080, 3.138, 1.280], [-1.396, -0.312, -1.863], [0.255, 5.106, -0.502], [0.930, -0.764, -3.698], [-2.084, 1.862, -5.814], [4.628, 3.522, 1.138], [-5.538, -0.642, -4.254], [-5.658, 1.088, -4.116], [3.513, -0.477, 2.344], [2.431, -2.041, 0.074], [2.236, 1.137, 0.697], [-2.029, 4.441, 1.447], [7.672, 1.853, 0.100], [-2.827, 1.931, -1.904], [5.983, 3.698, 7.865], [2.065, 3.653, 4.907], [2.769, 4.435, -0.347], [-4.768, -0.322, -1.444], [-4.945, -3.825, -0.285], [-0.448, 1.268, -5.172], [0.866, 1.408, 5.495], [-6.077, -1.217, 3.947], [1.929, 1.287, -4.285], [-3.741, 0.868, 0.619], [-1.221, -2.593, 0.792], [3.057, -0.598, -0.213], [0.568, 0.898, -2.242], [5.308, -0.280, 0.552], [-1.274, -2.289, -5.999], [5.126, 2.285, 7.334], [1.206, 2.128, -0.196], [-1.959, 0.916, -4.403], [-4.185, -2.542, -3.896], [-1.868, -2.121, 2.456], [-1.773, -1.561, -3.539], [-4.398, 0.002, 2.277], [2.740, -0.186, -4.843], [-3.133, 5.589, 0.751], [6.281, -1.451, 1.439], [-4.326, 2.185, 0.006], [-0.596, -5.805, -2.172], [0.077, -3.167, -4.031], [-2.304, -4.153, -0.303], [-5.027, 1.322, -1.960], [-2.177, 3.090, -3.643], [-1.524, 6.025, 1.296], [3.386, 0.782, -3.490], [6.622, 3.234, 4.367], [3.718, 1.636, -1.053], [-3.461, -4.041, -3.615], [-0.266, -4.969, -0.701], [4.443, 1.798, 1.394], [-2.339, 4.051, -0.741], [-1.482, 0.380, -0.174], [-1.891, 5.794, -1.260], [4.021, -0.536, 4.530], [-2.547, -0.899, -0.671], [4.716, -2.063, 5.373], [2.245, -1.316, -2.765], [-3.524, -2.977, -2.325], [-2.884, -2.012, -5.744], [-0.977, 3.643, -4.678], [0.682, 3.577, 3.852], [-5.475, -6.328, 1.013], [2.363, 1.109, 4.770], [4.275, 3.876, 7.681], [-5.065, -5.597, -1.733], [-3.978, -2.095, 1.029], [-2.543, -5.460, 0.889], [6.737, 1.435, 1.525], [-1.078, -4.566, -4.085], [2.353, 3.678, -1.886], [4.054, 4.073, -1.622], [4.610, 3.395, 5.220], [-0.067, 3.398, -2.604], [-4.785, -5.055, 2.082], [3.055, -1.972, 4.798], [-4.454, 0.432, -5.285], [-6.307, -4.809, 1.297], [4.345, -3.016, 0.841], [0.901, 0.865, 3.852], [2.604, -2.114, 2.262], [-6.017, -0.229, 1.547], [0.918, -5.080, -2.000], [2.194, 2.692, 2.180], [5.348, 4.908, 5.744], [-6.308, -2.420, 2.697], [-1.047, -3.661, 2.239], [-4.691, -2.187, 3.401]], "forces_ev_per_a": [[-0.2, 0.2, -0.4], [0.8, 0.6, 0.1], [-1.0, 0.8, -0.4], [-0.2, 0.8, 0.7], [0.8, 1.1, 2.7], [-0.6, 0.7, 0.2], [1.0, 1.7, 1.2], [0.4, -0.3, 1.0], [-0.8, -0.1, -0.2], [-1.2, -0.2, -0.3], [0.7, 0.0, -0.2], [-0.8, 0.5, -0.8], [0.8, -1.0, 0.6], [0.3, -0.1, -0.4], [1.7, -1.1, -1.3], [1.6, -1.1, 1.0], [0.2, 1.4, -0.5], [-0.7, 1.0, 1.1], [-0.4, -0.2, -0.3], [-1.5, 0.2, -1.6], [2.2, 2.8, 1.2], [0.6, 1.2, 0.8], [-0.9, 0.0, -0.9], [0.4, 0.5, -0.1], [0.4, -1.7, 0.2], [0.0, 0.4, 1.2], [-0.3, -0.8, 1.5], [-1.4, -1.1, -0.4], [-0.9, 0.2, -1.1], [2.1, -0.5, 1.0], [-2.3, -0.4, -2.2], [-1.8, -0.6, 0.8], [0.6, -1.2, -3.3], [0.0, 0.4, 2.4], [0.3, 0.8, 0.7], [0.2, 1.3, -0.4], [0.6, 1.3, -0.5], [-0.9, 0.4, -0.9], [-0.5, -0.3, -0.9], [0.2, -1.0, 0.4], [2.5, -1.2, -0.1], [-0.5, -1.1, -0.5], [1.6, -2.6, 0.0], [-2.4, -1.9, 0.4], [0.0, -0.5, 0.3], [1.6, -1.0, 2.2], [-1.1, -0.3, -0.3], [0.8, 0.1, -1.1], [-0.1, 0.2, -0.4], [0.1, 0.1, -0.4], [0.4, 0.3, 0.0], [-0.4, 0.7, 0.1], [0.3, 0.2, 0.1], [-1.5, -0.7, -0.3], [0.2, 0.5, -0.3], [-0.5, -0.3, -0.4], [-0.3, -0.3, -0.6], [0.5, 0.0, 0.0], [0.2, -1.6, 0.2], [-1.0, -0.4, -0.4], [-0.5, 0.3, -0.2], [0.0, -1.4, 0.5], [0.5, 0.3, 0.3], [1.0, 0.7, -0.5], [0.1, -0.1, 0.0], [-0.4, -1.0, -0.7], [0.5, 0.4, -0.3], [0.6, 0.4, -0.7], [0.8, 0.7, -0.3], [-0.9, 0.3, -0.5], [-1.6, 0.1, 2.4], [0.5, 0.3, -0.6], [-0.5, 0.8, -0.5], [0.0, -0.5, 0.4], [-0.3, 0.0, 0.6], [0.6, -0.5, 0.2], [0.5, -0.3, 0.3], [0.3, 1.2, -0.2], [-0.3, 0.1, 0.8], [-0.4, -0.6, 0.1], [1.7, -0.1, 0.4], [-0.4, -0.7, 0.4], [0.4, 0.3, 0.2], [0.2, 0.2, -0.2], [0.4, 0.1, 0.2], [0.0, -0.1, 0.1], [0.4, -0.1, -0.7], [0.2, -0.1, 0.0], [0.3, -0.1, 0.9], [-1.3, 1.0, -0.4], [-0.6, 0.3, -0.3], [-0.7, -0.3, -0.3], [-0.2, -0.1, 0.0], [-0.8, 0.5, -0.9], [-0.4, 0.2, 1.4], [0.3, 0.5, -0.4], [1.0, 0.3, 0.1], [-0.3, 0.1, 0.7], [-0.3, -0.3, -0.6], [0.1, -1.1, -0.3], [0.1, 0.3, 0.0], [-0.1, -0.3, 0.2], [-0.1, -0.4, -1.5], [0.0, -0.3, -1.2], [-0.1, -0.4, -0.6], [0.4, -0.1, 0.5], [-0.1, 0.7, -0.5], [0.0, 0.5, -0.4], [0.3, 0.0, 0.4], [0.5, 0.6, 0.5], [-0.9, 0.7, -0.3], [0.4, 1.1, -0.4], [0.2, -0.8, -0.1], [0.0, 0.2, 0.3], [0.2, 0.2, 0.1], [0.1, -0.6, -0.4], [-1.5, 0.0, -0.9], [-0.1, -0.2, 0.3], [0.2, -0.3, 0.2], [-0.3, -0.6, 0.5], [-0.3, 0.8, 0.1], [0.7, 0.0, 0.4], [1.1, 0.8, -0.4], [-1.3, -0.3, -0.8], [0.1, 0.0, 0.4], [-0.4, -0.3, 0.0], [-0.3, -0.1, 0.2], [-0.6, -0.3, 0.4], [-1.0, 0.7, -0.4], [0.0, -2.2, 0.0], [0.5, 1.3, 0.9], [0.8, 0.6, 0.8], [-0.2, 0.6, 0.0], [0.3, 0.7, -0.1], [-0.6, 0.0, -0.1], [0.3, -1.2, 0.1], [0.5, 0.4, -0.1], [0.6, -0.2, 0.1], [-0.2, -0.2, 0.2]], "lowdin_charge": [-0.18, -0.13, -0.20, -0.12, -0.21, -0.10, -0.24, -0.21, -0.09, -0.08, -0.08, 0.06, 0.05, 0.04, 0.08, 0.04, -0.34, -0.36, -0.10, -0.07, -0.44, -0.09, -0.05, -0.22, -0.16, -0.39, -0.06, -0.03, -0.15, -0.17, -0.21, -0.39, -0.08, -0.27, -0.33, -0.09, -0.32, -0.22, -0.40, -0.16, -0.04, -0.29, -0.08, -0.03, -0.08, -0.05, -0.04, -0.33, 0.08, 0.08, 0.08, 0.06, 0.08, 0.08, 0.09, 0.13, 0.08, 0.09, 0.14, 0.06, 0.06, 0.05, 0.09, 0.10, 0.08, 0.12, 0.08, 0.13, 0.11, 0.10, 0.03, 0.08, 0.05, 0.01, 0.10, 0.06, 0.06, 0.04, 0.08, 0.07, 0.09, 0.04, 0.07, 0.09, 0.10, 0.10, 0.07, 0.08, 0.07, 0.05, 0.09, 0.12, 0.09, 0.10, 0.10, 0.07, 0.06, 0.08, 0.11, 0.06, 0.07, 0.09, 0.08, 0.10, 0.11, 0.07, 0.08, 0.10, 0.10, 0.06, 0.04, 0.11, 0.11, 0.07, 0.05, 0.08, 0.06, 0.03, 0.13, 0.06, 0.14, 0.08, 0.06, 0.07, 0.05, 0.07, 0.08, 0.10, 0.05, 0.12, 0.10, 0.13, 0.10, 0.09, 0.02, 0.13, 0.08, 0.08, 0.06]}